A molecular structure, C11H12S2, computed with ωB97M-V/def2-TZVPD.

XYZ file:
```
25
Properties=species:S:1:pos:R:3:forces:R:3
C -2.3731 1.7631 -0.5924 -2.6 0.6 -0.3
C -3.3101 0.7777 -0.6641 3.9 1.0 0.6
C -1.0897 1.3869 -0.0553 -1.7 -0.5 -0.9
C -1.0406 -0.0805 -0.0084 1.2 0.3 0.2
C 0.1370 -0.7105 0.1922 2.9 1.5 -0.7
C 1.8173 0.2228 -0.2352 -3.1 -4.9 -0.1
C 0.8951 1.8006 1.3223 -0.9 -2.2 -1.6
C -0.2969 2.2580 0.5589 0.5 2.2 0.2
C 1.9620 1.3719 0.3150 1.2 2.5 2.3
C 2.7452 -0.7356 -0.8881 2.8 3.4 -0.9
C -0.8088 -3.3841 -0.0130 1.7 -1.6 1.1
S -2.6664 -0.7537 -0.2536 0.5 -1.1 0.4
S 0.5294 -2.3304 0.6691 -0.8 -0.3 -0.4
H -2.7279 2.8001 -0.7038 0.6 -0.4 0.0
H -4.3162 0.8444 -0.7837 -2.6 0.4 -0.6
H 1.1643 2.5403 2.0087 0.9 0.8 1.1
H 0.6962 0.7557 1.7414 -0.3 1.7 0.4
H -0.5143 3.4074 0.4516 0.4 -2.4 0.3
H 2.9069 1.9655 0.3989 -0.7 -0.7 -0.9
H 3.0442 -1.6127 -0.4591 -0.3 -2.3 2.2
H 3.7893 -0.2552 -0.9040 -1.3 0.0 -0.1
H 2.6529 -1.0344 -1.8956 -1.1 0.2 -1.4
H -0.7388 -3.4624 -1.0977 0.0 -0.3 0.2
H -1.7752 -3.1779 0.3266 -1.5 1.2 0.2
H -0.6816 -4.3570 0.5692 0.5 0.8 -1.3
```
Forces are in eV/Å.

- max |F| (eV Å⁻¹) = 5.83
- HOMO (eV) = -7.14
- frontier orbital gap (eV) = 7.60